# 1
# C3H8N4O

C3H8N4O in the gas phase (ωB97M-V/def2-TZVPD, the OMol25 dataset).

Bonds (Å) are listed after each position.
Cartesian coordinates (Å):
1 C 0.65337 0.39533 -0.27276  C2 1.556, C3 1.472, N5 1.446, H9 1.116
2 C -0.24526 -0.78944 0.18389  C1 1.556, N6 1.728, N7 1.468, H10 1.065
3 C 1.52643 0.79698 0.84235  C1 1.472, H11 1.013, H12 1.123, H13 1.077
4 N -1.54329 1.18594 -0.32239  N5 1.325, N6 1.202
5 N -0.27213 1.46564 -0.56879  C1 1.446, N4 1.325, H14 1.094
6 N -1.73072 0.09337 0.14237  C2 1.728, N4 1.202, O8 1.192
7 N -0.26751 -1.88947 -0.78831  C2 1.468, H15 0.951, H16 1.068
8 O -2.68939 -0.35332 0.69215  N6 1.192
9 H 1.23162 0.16614 -1.19970  C1 1.116
10 H 0.01551 -1.15671 1.14869  C2 1.065
11 H 2.10443 1.59788 0.61853  C3 1.013
12 H 2.05071 -0.04319 1.37110  C3 1.123
13 H 0.84392 1.12267 1.60887  C3 1.077
14 H -0.31018 2.07076 -1.47943  N5 1.094
15 H -0.45021 -2.70919 -0.34306  N7 0.951
16 H -0.91729 -1.95337 -1.63352  N7 1.068

As for the total energy: -413.2102 hartree. As for the energy above the lowest of the compared OMol25 structures with the same formula, charge and spin: 540.6 kJ/mol. The calculation puts the molar mass at 116.1 g/mol. As for the net charge: 0. As for the gap between HOMO and LUMO: 9.0 eV. The max |F| is 5.925 eV/Å. The SMILES is C[C@@H]1NN=[N+]([O-])[C@H]1N.

***

# 2
# C3H8N4O

C3H8N4O in the gas phase (ωB97M-V/def2-TZVPD, the OMol25 dataset).

Bonds (Å) are listed after each position.
Cartesian coordinates (Å):
1 C -0.94087 2.09710 0.19773  C4 1.484, H14 1.091, H15 1.096, H16 1.093
2 N 0.70945 -1.08052 0.00857  C3 1.655, N5 1.394, N7 1.679, H10 1.021
3 C -0.49272 -0.38089 0.90592  N2 1.655, C4 1.372, N8 1.265
4 C -0.40115 0.71940 0.09073  C1 1.484, C3 1.372, N7 1.417
5 N 0.49351 -2.39816 -0.39353  N2 1.394, H11 1.016, H12 1.016
6 O 1.59565 1.14186 -1.07263  N7 1.464, H9 0.969
7 N 0.43053 0.26182 -0.96093  N2 1.679, C4 1.417, O6 1.464
8 N -1.22483 -0.94120 1.77282  C3 1.265, H13 1.016
9 H 1.84110 1.04664 -2.00500  O6 0.969
10 H 1.67526 -0.93619 0.30538  N2 1.021
11 H -0.50497 -2.58177 -0.43489  N5 1.016
12 H 0.88932 -2.55237 -1.31700  N5 1.016
13 H -0.80825 -1.76653 2.19312  N8 1.016
14 H -1.50365 2.18625 1.12845  C1 1.091
15 H -1.61573 2.34130 -0.63080  C1 1.096
16 H -0.14266 2.84325 0.21205  C1 1.093

As for the total energy: -413.1617 hartree. As for the energy above the lowest of the compared OMol25 structures with the same formula, charge and spin: 667.8 kJ/mol. The calculation puts the molar mass at 116.1 g/mol. As for the net charge: 0. As for the gap between HOMO and LUMO: 7.5 eV. The max |F| is 1.245 eV/Å.

***

Q: Which value of total energy does entry 1 give?
A: -413.2102 hartree